The following is a DFT calculation (ωB97M-V/def2-TZVPD) of C10H30O3Si4 as an isolated structure.

DFT total energy: -1783.0472 Eh
relative energy (zero: lowest compared OMol25 entry of this formula, charge and spin): 189.5 kJ/mol
strongest force on any atom: 3.35 eV/Å
HOMO-LUMO gap: 10.61 eV
highest occupied orbital energy: -9.9 eV

Last column: natural (NBO) charge in e.
Positions of all 47 atoms, in Å:
Si (-0.40, 0.77, -1.27)  2.347
Si (-1.33, -2.16, -1.23)  1.899
Si (2.53, 0.88, -0.99)  1.932
Si (-0.81, 0.82, 1.80)  1.931
O (1.13, 1.01, -1.93)  -1.262
O (-1.13, -0.62, -1.88)  -1.260
O (-0.04, 0.38, 0.35)  -1.299
C (-0.06, -0.09, 3.35)  -1.119
C (-0.72, 2.63, 2.19)  -1.169
C (-0.30, -3.36, -2.22)  -1.152
C (2.63, -0.77, -0.28)  -1.168
C (-0.88, -2.45, 0.61)  -1.130
C (2.37, 2.10, 0.36)  -1.160
C (4.02, 1.50, -1.98)  -1.102
C (-1.27, 2.40, -1.45)  -1.160
C (-3.12, -2.65, -1.54)  -1.138
C (-2.63, 0.36, 1.74)  -1.153
H (-0.50, -3.45, 0.45)  0.233
H (0.85, 0.48, 3.67)  0.229
H (-2.89, 0.17, 2.78)  0.239
H (-2.81, -0.49, 1.16)  0.228
H (4.27, 0.72, -2.65)  0.230
H (-0.31, -3.01, -3.33)  0.250
H (1.77, -1.35, -0.54)  0.242
H (3.56, -1.29, -0.53)  0.245
H (-3.51, -3.60, -1.20)  0.244
H (3.26, 2.68, 0.34)  0.233
H (-0.80, 3.09, -0.76)  0.250
H (-0.73, -0.04, 4.16)  0.233
H (4.77, 1.75, -1.25)  0.231
H (2.68, -0.57, 0.78)  0.242
H (3.71, 2.27, -2.58)  0.238
H (-3.38, 1.05, 1.39)  0.240
H (-0.01, -1.78, 0.73)  0.254
H (1.55, 2.83, 0.21)  0.234
H (2.32, 1.50, 1.29)  0.230
H (-2.25, 1.99, -1.19)  0.236
H (-3.70, -1.92, -1.01)  0.227
H (0.72, -3.15, -1.92)  0.229
H (-0.17, 3.09, 1.40)  0.237
H (-1.65, 3.20, 2.30)  0.250
H (-1.39, 2.73, -2.43)  0.255
H (-1.68, -2.38, 1.29)  0.238
H (0.33, -1.14, 3.23)  0.247
H (-0.17, 2.68, 3.12)  0.243
H (-3.20, -2.43, -2.57)  0.234
H (-0.61, -4.37, -1.95)  0.242



The following is a DFT calculation (ωB97M-V/def2-TZVPD) of a 5-piece molecular cluster, C10H30O5 overall.

DFT total energy: -775.1348 Eh
relative energy (zero: lowest compared OMol25 entry of this formula, charge and spin): 67.6 kJ/mol
strongest force on any atom: 1.73 eV/Å
HOMO-LUMO gap: 9.93 eV
highest occupied orbital energy: -9.4 eV
SMILES: CCO.CCO.CCO.CCO.CCO

Last column: natural (NBO) charge in e.
Positions of all 45 atoms, in Å:
O (4.04, -2.54, -15.77)  -0.760
O (5.34, 0.89, -13.21)  -0.732
O (6.03, -0.61, -6.12)  -0.735
O (8.29, -1.69, -7.35)  -0.759
O (4.32, -1.73, -13.14)  -0.773
C (4.86, -1.83, -10.73)  -0.645
C (5.46, 2.26, -11.22)  -0.640
C (2.56, -3.30, -17.55)  -0.625
C (9.06, -2.44, -9.51)  -0.629
C (7.93, -2.46, -8.51)  -0.061
C (4.61, 1.79, -12.38)  -0.071
C (2.69, -2.78, -16.14)  -0.056
C (5.65, 1.33, -7.53)  -0.635
C (5.13, -0.03, -7.07)  -0.062
C (4.10, -2.45, -11.92)  -0.052
H (4.83, 1.81, -8.09)  0.209
H (6.23, 0.05, -5.46)  0.476
H (5.93, -1.80, -10.91)  0.218
H (2.99, -4.27, -17.77)  0.209
H (3.72, 1.33, -11.94)  0.157
H (5.83, 1.97, -6.67)  0.201
H (6.50, 1.32, -8.20)  0.219
H (5.14, 1.11, -14.13)  0.489
H (4.56, -0.79, -10.59)  0.197
H (4.57, -2.48, -9.91)  0.217
H (4.97, 2.93, -10.52)  0.216
H (4.11, -2.47, -14.80)  0.502
H (9.40, -1.45, -9.82)  0.211
H (2.93, -2.60, -18.31)  0.209
H (7.47, -1.57, -6.83)  0.492
H (4.37, -3.49, -12.09)  0.179
H (4.16, 0.16, -6.59)  0.160
H (4.98, -0.70, -7.92)  0.185
H (6.94, -2.11, -8.81)  0.152
H (9.91, -2.94, -9.04)  0.215
H (4.29, 2.66, -12.96)  0.174
H (5.96, 1.47, -10.66)  0.215
H (1.49, -3.27, -17.76)  0.203
H (8.73, -2.97, -10.41)  0.209
H (2.16, -1.81, -16.10)  0.143
H (7.79, -3.50, -8.17)  0.153
H (4.54, -0.80, -12.96)  0.501
H (2.20, -3.41, -15.38)  0.155
H (6.35, 2.80, -11.58)  0.213
H (3.03, -2.36, -11.71)  0.155



The following is a DFT calculation (ωB97M-V/def2-TZVPD) of a 5-piece molecular cluster, C10H30O5S5 overall.

DFT total energy: -2765.9034 Eh
relative energy (zero: lowest compared OMol25 entry of this formula, charge and spin): 170.5 kJ/mol
strongest force on any atom: 3.73 eV/Å
HOMO-LUMO gap: 9.29 eV
highest occupied orbital energy: -9.1 eV

Last column: natural (NBO) charge in e.
Positions of all 50 atoms, in Å:
S (2.75, 1.04, -6.17)  1.188
S (3.45, -2.26, 3.33)  1.214
S (-3.33, 2.48, 3.56)  1.191
S (-3.43, -3.28, 0.42)  1.225
S (0.02, 2.39, -0.24)  1.203
O (-4.28, -4.09, -0.56)  -0.958
O (-1.96, 1.90, 3.95)  -0.985
O (-1.39, 2.94, -0.52)  -0.967
O (3.87, 1.39, -7.11)  -0.973
O (4.13, -1.67, 2.11)  -0.963
C (-3.20, 3.05, 1.80)  -0.830
C (-1.75, -4.09, 0.22)  -0.824
C (-3.27, 4.21, 4.14)  -0.801
C (0.58, 1.42, -1.68)  -0.830
C (3.65, 0.92, -4.53)  -0.786
C (-0.23, 0.83, 0.77)  -0.817
C (2.78, -0.84, 4.35)  -0.807
C (2.41, -0.79, -6.51)  -0.810
C (1.78, -2.83, 2.78)  -0.836
C (-2.87, -1.94, -0.66)  -0.817
H (2.14, -0.14, 3.81)  0.234
H (4.22, 0.01, -4.67)  0.229
H (-2.08, -1.34, -0.21)  0.214
H (-0.10, 0.62, -1.98)  0.228
H (2.46, -0.95, -7.58)  0.249
H (1.34, -2.08, 2.13)  0.223
H (-2.56, -2.25, -1.66)  0.239
H (3.63, -0.24, 4.67)  0.238
H (4.21, 1.84, -4.37)  0.250
H (-2.40, 4.74, 3.75)  0.235
H (-3.09, 4.09, 5.21)  0.234
H (-3.78, -1.36, -0.81)  0.237
H (-0.37, 1.05, 1.83)  0.261
H (-4.25, 4.64, 3.96)  0.226
H (0.75, 2.04, -2.56)  0.239
H (-1.71, -5.13, 0.52)  0.236
H (2.37, -1.27, 5.27)  0.228
H (3.09, -1.48, -6.00)  0.223
H (-0.83, -3.62, 0.57)  0.221
H (0.49, 0.03, 0.62)  0.228
H (-3.09, 2.20, 1.13)  0.242
H (2.93, 0.71, -3.73)  0.209
H (-2.20, 3.48, 1.74)  0.242
H (1.75, -3.78, 2.25)  0.236
H (1.02, -2.83, 3.56)  0.235
H (-3.87, 3.80, 1.39)  0.243
H (1.37, -1.04, -6.28)  0.222
H (-1.53, -4.08, -0.85)  0.227
H (-1.20, 0.50, 0.38)  0.222
H (1.59, 1.04, -1.50)  0.233



The following is a DFT calculation (ωB97M-V/def2-TZVPD) of C10H30O9PS5Tl as an isolated structure.

DFT total energy: -3580.7353 Eh
relative energy (zero: lowest compared OMol25 entry of this formula, charge and spin): 0.0 kJ/mol
strongest force on any atom: 1.59 eV/Å
HOMO-LUMO gap: 5.42 eV
highest occupied orbital energy: -8.6 eV

Last column: natural (NBO) charge in e.
Positions of all 56 atoms, in Å:
Tl (11.93, -11.73, -17.88)  0.807
S (13.03, -15.67, -19.10)  1.248
S (13.82, -8.22, -16.27)  1.289
S (14.82, -12.40, -15.01)  1.242
S (12.63, -9.70, -21.40)  1.303
S (15.54, -12.96, -19.06)  1.307
P (9.62, -12.79, -15.79)  2.406
O (8.58, -13.25, -14.87)  -0.948
O (14.53, -11.94, -19.42)  -1.000
O (10.57, -11.72, -15.25)  -0.846
O (10.63, -13.88, -16.20)  -0.746
O (12.93, -9.23, -16.86)  -0.981
O (9.11, -12.35, -17.17)  -0.813
O (14.34, -11.49, -16.10)  -1.010
O (13.06, -14.41, -18.32)  -1.011
O (12.55, -9.88, -19.95)  -0.984
C (12.56, -16.96, -17.94)  -0.826
C (14.40, -11.69, -13.42)  -0.837
C (13.20, -11.22, -22.15)  -0.850
C (15.46, -8.54, -16.93)  -0.845
C (13.55, -6.70, -17.17)  -0.837
C (16.29, -13.58, -20.58)  -0.838
C (16.92, -11.92, -18.55)  -0.834
C (13.60, -13.71, -14.96)  -0.844
C (14.13, -8.77, -21.68)  -0.857
C (11.51, -15.58, -20.06)  -0.825
H (16.83, -10.90, -18.89)  0.243
H (15.02, -9.08, -21.14)  0.237
H (16.17, -7.74, -16.73)  0.222
H (10.76, -15.23, -19.35)  0.255
H (13.83, -6.86, -18.21)  0.221
H (13.89, -14.50, -14.27)  0.226
H (13.28, -11.09, -23.23)  0.225
H (13.44, -17.01, -17.29)  0.236
H (14.36, -8.56, -22.72)  0.232
H (14.13, -11.52, -21.69)  0.252
H (11.77, -16.56, -17.30)  0.259
H (13.32, -11.72, -13.26)  0.249
H (13.57, -14.12, -15.97)  0.266
H (14.89, -12.31, -12.66)  0.228
H (16.61, -12.78, -21.25)  0.226
H (15.45, -14.02, -21.13)  0.232
H (12.62, -13.28, -14.75)  0.266
H (11.69, -14.83, -20.82)  0.233
H (12.47, -6.55, -17.16)  0.249
H (14.76, -10.67, -13.27)  0.242
H (15.80, -9.47, -16.48)  0.253
H (16.89, -11.94, -17.46)  0.239
H (13.88, -7.82, -21.18)  0.234
H (15.34, -8.69, -18.00)  0.230
H (11.25, -16.53, -20.54)  0.232
H (17.90, -12.34, -18.80)  0.220
H (14.12, -5.88, -16.74)  0.227
H (12.35, -17.87, -18.50)  0.232
H (17.08, -14.27, -20.32)  0.232
H (12.46, -12.02, -22.04)  0.234